a.
The following is a quantum chemistry calculation of the molecule C2H5NO2, from the OMol25 dataset.

Each line ends with the natural charge from an NBO analysis.
Geometry (Å):
O -0.26971 -0.83716 -1.81846  -0.725
C -0.35246 0.05554 -0.70568  -0.142
C 0.21210 -0.71793 0.45668  0.018
N 0.57284 -0.30840 1.62273  -0.110
O 0.45403 1.06914 1.62200  -0.595
H -0.32770 -0.36676 -2.67729  0.479
H -1.38928 0.49612 -0.56217  0.194
H 0.26316 1.02920 -0.86420  0.193
H 0.29004 -1.80628 0.36808  0.207
H 0.54699 1.38654 2.55830  0.481

- HOMO: -0.3580 Eh
- Kohn-Sham gap: 10.5 eV
- 2S+1: 1
- SMILES string: OC/C=N\O

b.
The following is a quantum chemistry calculation of the molecule C2H5NO2, from the OMol25 dataset.

Each line ends with the natural charge from an NBO analysis.
Geometry (Å):
C -0.15358 0.25611 1.51251  -0.299
O -0.60825 0.15734 0.17245  -0.532
C 0.30808 -0.41459 -0.68031  0.894
N -0.03501 0.32485 -1.88827  -0.833
O 1.28713 -1.08182 -0.53559  -0.582
H -0.82189 0.71111 2.21256  0.213
H 1.02351 0.40458 1.70229  0.213
H -0.21722 -0.83303 2.04683  0.170
H -1.16017 0.55542 -1.96189  0.401
H 0.37739 -0.07998 -2.58058  0.355

- HOMO: -0.3809 Eh
- Kohn-Sham gap: 11.2 eV
- 2S+1: 1
- SMILES string: COC(N)=O

c.
The following is a quantum chemistry calculation of the molecule C2H5NO2, from the OMol25 dataset.

Each line ends with the natural charge from an NBO analysis.
Geometry (Å):
C 1.34736 -0.21044 0.06983  -0.702
C 0.02407 0.43925 -0.04164  0.592
O -0.16596 1.67207 -0.02233  -0.645
N -0.96313 -0.40900 -0.19945  -0.340
O -2.28052 0.07787 0.16862  -0.548
H 1.62395 -0.40550 1.29125  0.254
H 2.18635 0.50898 -0.41194  0.261
H 1.20887 -1.24608 -0.51421  0.220
H -0.92315 -1.49345 -0.10430  0.407
H -2.05784 1.06630 -0.23583  0.500

- HOMO: -0.3595 Eh
- Kohn-Sham gap: 10.5 eV
- 2S+1: 1
- SMILES string: CC(=O)NO

d.
The following is a quantum chemistry calculation of a cluster of 2 separate species, C2H5NO2 in total, from the OMol25 dataset.

Each line ends with the natural charge from an NBO analysis.
Geometry (Å):
N 2.68359 0.34100 1.36995  -0.832
C 1.54440 0.00734 0.58524  0.515
O 0.48851 -0.12567 1.18646  -0.600
H 3.54529 0.51320 1.04279  0.380
H 2.44799 0.54113 2.33810  0.401
H 1.65926 -0.29841 -0.46031  0.136
C -3.17832 -0.28930 -1.51564  0.260
O -3.55623 0.25909 -2.58472  -0.498
H -3.60373 -0.60923 -0.56736  0.140
H -2.03076 -0.33914 -1.39450  0.098

- HOMO: -0.3686 Eh
- Kohn-Sham gap: 10.7 eV
- 2S+1: 1
- SMILES string: NC=O.C=O

Short version: b is the most stable of them.

a.
The following is a quantum chemistry calculation of the molecule C2H5NO2, from the OMol25 dataset.

Each line ends with the natural charge from an NBO analysis.
Geometry (Å):
O 1.45907 -1.15670 -0.02866  -0.716
C 1.33057 0.32322 -0.14712  -0.122
C -0.24928 0.64909 -0.16688  0.050
N -0.91963 -0.43410 -0.34614  -0.197
O -2.40797 -0.27740 0.03264  -0.590
H 0.46955 -1.28857 0.28208  0.483
H 1.57293 0.76439 0.97300  0.169
H 2.02986 0.97364 -0.79428  0.226
H -0.55928 1.71283 0.34746  0.219
H -2.72581 -1.26642 -0.15210  0.479

- HOMO: -0.3718 Eh
- Kohn-Sham gap: 11.0 eV
- 2S+1: 1
- SMILES string: OC/C=N/O

b.
The following is a quantum chemistry calculation of the molecule C2H5NO2, from the OMol25 dataset.

Each line ends with the natural charge from an NBO analysis.
Geometry (Å):
N -0.85191 -1.32582 -1.26103  -0.797
C 0.00000 -0.78132 -0.39864  0.244
O -0.42868 0.43867 -0.10608  -0.531
C 0.41164 1.19016 0.80624  0.258
O 1.40849 0.43430 1.37108  -0.738
H -1.69430 -0.85262 -1.57251  0.383
H -0.67475 -2.25153 -1.61427  0.400
H 0.81994 2.02087 0.21676  0.144
H -0.27651 1.58795 1.56154  0.145
H 1.28607 -0.46066 0.99691  0.492

- HOMO: -0.3414 Eh
- Kohn-Sham gap: 10.3 eV
- 2S+1: 1

Short version: b is the most stable of them.

a.
The following is a quantum chemistry calculation of a cluster of 2 separate species, C2H7PS2 in total, from the OMol25 dataset.

Each line ends with the natural charge from an NBO analysis.
Geometry (Å):
C 0.89350 1.72550 -0.56708  -0.621
C 0.43685 0.29402 -0.61689  -0.450
S -1.35727 0.29326 -0.10382  -0.033
H 1.98261 1.75014 -0.61695  0.222
H 0.24989 2.31306 -1.15347  0.225
H 0.72787 1.97973 0.43407  0.196
H 0.90283 -0.33654 0.01184  0.204
H 0.46579 -0.06252 -1.70598  0.221
H -1.03384 1.05884 1.01289  0.131
P -0.90716 -2.34370 1.23838  0.403
S -0.19801 -3.98163 0.45241  -0.403
H -2.16306 -2.69017 1.61459  -0.094

- HOMO: -0.3001 Eh
- Kohn-Sham gap: 7.2 eV
- 2S+1: 1
- SMILES string: CCS.P=S

b.
The following is a quantum chemistry calculation of a structure of composition C2H7PS2, from the OMol25 dataset.

Each line ends with the natural charge from an NBO analysis.
Geometry (Å):
C -0.75757 -0.28740 0.97050  -0.699
C -0.93231 0.67947 -0.06993  -0.348
P 0.65425 -1.55623 -1.42341  0.077
S 0.90044 -1.65958 -3.54365  -0.297
S -0.73776 0.09486 -1.65522  0.222
H -1.49883 -0.10747 1.72563  0.233
H -1.01151 -1.33560 0.51151  0.230
H 0.21540 -0.34654 1.44552  0.243
H 3.87519 -2.27594 -2.52257  0.004
H -1.43428 1.64342 0.11090  0.228
H 3.38151 -2.88492 -2.40394  -0.006
H 0.17795 -2.67297 -3.79243  0.113

- HOMO (alpha / beta): -0.2790 / -0.2868 Eh
- Kohn-Sham gap (alpha / beta): 6.5 / 7.4 eV
- 2S+1: 1

Short version: a is the most stable of them.

a.
The following is a quantum chemistry calculation of a cluster of 4 separate species, C3H14NO4 in total, from the OMol25 dataset.

Each line ends with the natural charge from an NBO analysis.
Geometry (Å):
C 0.14247 2.32343 0.64586  -0.415
N 0.34310 1.26498 -0.36003  -0.669
C -0.84578 0.75723 -1.00158  -0.256
C -0.69586 -0.75191 -1.43397  -0.035
O -0.67809 -1.60428 -0.33653  -0.895
H 1.13955 2.76901 0.72417  0.180
H -0.07770 1.90131 1.63753  0.189
H -0.57900 3.04632 0.29786  0.181
H 0.75270 0.45861 0.07758  0.381
H -1.20533 1.34849 -1.85360  0.156
H -1.68489 0.65513 -0.28022  0.168
H 0.21290 -0.82507 -2.03440  0.110
H -1.49748 -1.01030 -2.17603  0.130
H 0.09785 -1.27054 0.79463  0.504
H 1.46871 -1.30487 1.85365  0.450
O 0.63952 -0.87049 1.64092  -1.079
H -1.82503 -1.31955 0.61121  0.495
H -2.23084 -1.36459 2.16124  0.448
O -2.60289 -1.47095 1.28554  -1.040
H 2.98834 -1.11709 -1.46897  0.465
H 2.68728 -0.64670 -0.14154  0.480
O 3.45047 -0.96815 -0.64333  -0.948

- HOMO: -0.1700 Eh
- Charge: -1
- Kohn-Sham gap: 8.5 eV
- 2S+1: 1

b.
The following is a quantum chemistry calculation of a cluster of 4 separate species, C3H14NO4 in total, from the OMol25 dataset.

Each line ends with the natural charge from an NBO analysis.
Geometry (Å):
C 0.28753 2.14890 0.56991  -0.416
N 0.51654 1.20715 -0.47337  -0.659
C -0.82307 0.79263 -1.08376  -0.262
C -0.67595 -0.71965 -1.44441  -0.051
O -0.22766 -1.51057 -0.40431  -0.947
H 1.18085 2.87499 0.67169  0.170
H 0.02674 1.65408 1.56613  0.195
H -0.60108 2.74112 0.45638  0.175
H 0.94862 0.34107 -0.20019  0.373
H -0.92421 1.43956 -1.94910  0.173
H -1.70188 1.04521 -0.41584  0.165
H 0.10291 -0.89930 -2.25405  0.133
H -1.74845 -1.21386 -1.77936  0.113
H 0.40701 -1.00387 0.78648  0.498
H 0.17504 -1.24962 2.38989  0.448
O 0.69837 -0.71679 1.86768  -1.092
H -2.03617 -1.74083 0.38301  0.505
H -1.81918 -0.59987 1.37415  0.469
O -2.42153 -1.28184 1.19602  -0.992
H 2.51468 -1.04167 -1.11657  0.479
H 2.90345 -1.11253 0.35834  0.483
O 3.21747 -1.15432 -0.49871  -0.961

- HOMO: -0.1646 Eh
- Charge: -1
- Kohn-Sham gap: 8.5 eV
- 2S+1: 1

Short version: a is the most stable of them.